C22H29ClCrNO8Se as an isolated structure at a distorted geometry, computed with ωB97M-V with the def2-TZVPD basis set.

Calculated values
Frontier orbital gap (spin up / spin down): 6.66 / 7.54 eV
Relative energy (zero: lowest compared OMol25 entry of this formula, charge and spin): 66.5 kJ/mol
⟨S²⟩: 0.78
Calculated total energy: -5418.25818 Ha
E_HOMO (spin up / spin down): -7.64 / -7.71 eV
Net charge: 0
Spin multiplicity: 2

Each line ends with the Löwdin spin population.
Atoms and positions in Å:
Cr (-0.46661, 0.02961, 0.50532)  1.0434
O (-2.68711, 0.19401, 2.73552)  0.0003
Cl (-1.31661, -0.08609, 2.93612)  0.0008
O (-1.04081, -0.36249, 4.28282)  -0.0006
O (-0.53591, 1.02861, 2.49812)  -0.0010
O (-0.95411, -1.22479, 2.12322)  0.0111
C (0.61779, 6.62771, -0.15728)  0.0000
O (1.87339, 5.99831, -0.06088)  -0.0005
C (1.91859, 4.64571, -0.04268)  -0.0008
C (3.19559, 4.08681, 0.16522)  0.0006
C (3.33359, 2.73831, 0.33162)  -0.0003
C (2.22799, 1.85991, 0.29272)  0.0006
C (2.35059, 0.50691, 0.74532)  -0.0005
C (3.70139, -0.09359, 1.05672)  -0.0008
O (1.36179, -0.23739, 0.94312)  0.0201
C (0.95659, 2.40801, -0.09368)  0.0003
O (-0.08001, 1.69161, -0.35508)  0.0163
C (0.83719, 3.81001, -0.21908)  0.0002
H (0.81809, 7.69751, -0.11258)  0.0000
H (-0.03491, 6.34381, 0.67442)  0.0000
H (0.12249, 6.39571, -1.10478)  0.0000
H (4.03899, 4.75541, 0.23232)  0.0001
H (4.31599, 2.34001, 0.52962)  -0.0001
H (4.11459, 0.34351, 1.96672)  -0.0001
H (4.39899, 0.06421, 0.23792)  -0.0002
H (3.56049, -1.16079, 1.21512)  0.0001
H (-0.14831, 4.18381, -0.44718)  0.0002
C (-4.85721, 2.29881, -1.71368)  0.0004
N (-4.05551, 1.75551, -0.64228)  0.0054
C (-4.11731, 2.39911, 0.65352)  0.0004
C (-3.15441, 0.78631, -0.84438)  0.0030
C (-3.11221, 0.11791, -2.18738)  -0.0008
O (-2.38891, 0.44981, 0.07582)  0.0040
H (-5.35221, 3.19851, -1.35928)  0.0000
H (-5.62391, 1.59311, -2.04108)  0.0002
H (-4.23381, 2.56181, -2.56898)  0.0001
H (-5.14241, 2.69671, 0.86532)  0.0000
H (-3.46741, 3.27641, 0.67662)  0.0002
H (-3.77711, 1.69711, 1.41642)  0.0001
H (-4.07231, 0.12321, -2.68958)  -0.0001
H (-2.77591, -0.90879, -2.05168)  -0.0013
H (-2.37011, 0.61311, -2.81318)  0.0002
C (2.04579, -6.67029, 0.82612)  -0.0006
C (1.53119, -5.36089, 0.31182)  -0.0032
C (0.20499, -4.99129, 0.46602)  0.0005
C (-0.28381, -3.80399, -0.05868)  -0.0038
C (-1.73021, -3.46529, 0.10612)  -0.0010
C (0.59039, -2.95889, -0.74758)  -0.0069
Se (-0.07841, -1.28469, -1.45548)  -0.0779
C (1.93019, -3.31549, -0.92578)  -0.0035
C (2.87899, -2.48199, -1.72948)  -0.0024
C (2.37809, -4.50779, -0.38068)  0.0005
H (1.35499, -7.12199, 1.53352)  0.0000
H (3.01249, -6.53799, 1.30712)  -0.0001
H (2.17879, -7.35859, -0.00868)  -0.0002
H (-0.47251, -5.64229, 0.99992)  0.0001
H (-2.28681, -4.31379, 0.49612)  0.0000
H (-2.14891, -3.17399, -0.85698)  -0.0009
H (-1.83291, -2.63499, 0.80722)  0.0002
H (2.67759, -1.42189, -1.59288)  -0.0016
H (2.74739, -2.70799, -2.78698)  -0.0002
H (3.90919, -2.69669, -1.45718)  -0.0002
H (3.41449, -4.79199, -0.50858)  0.0001